[1]
{
  "formula": "C12H12O3",
  "method": "wB97M-V/def2-TZVPD",
  "de_lowest_ev": 3.473,
  "charge": 0,
  "species": ["C", "C", "C", "C", "C", "C", "C", "C", "C", "C", "C", "C", "O", "O", "O", "H", "H", "H", "H", "H", "H", "H", "H", "H", "H", "H", "H"],
  "positions_angstrom": [[3.22300, -0.67888, -0.46437], [2.55432, -1.90046, -0.43731], [2.57237, 0.53304, -0.19443], [1.30261, -1.97912, 0.17103], [1.23499, 0.45634, 0.10153], [0.60965, -0.76011, 0.34146], [-1.63454, -1.37043, -0.45685], [0.32900, 1.67933, 0.18714], [-1.34701, 0.75351, -1.40191], [-0.83414, -0.85679, 0.62755], [-1.09510, 1.15397, 0.01755], [-2.17992, 1.68284, 0.94218], [-2.24125, -2.45626, -0.42772], [-1.68334, -0.68108, -1.57231], [-1.24270, -1.13591, 1.95101], [4.25649, -0.54720, -0.75678], [3.12821, -2.78345, -0.80192], [3.04209, 1.44973, -0.31230], [0.70353, -2.88575, -0.13627], [0.40523, 1.93580, 1.36991], [0.67302, 2.63083, -0.32941], [-2.23431, 1.23380, -1.81280], [-0.37219, 0.94401, -2.02341], [-3.11595, 1.51249, 0.36676], [-2.19580, 2.82056, 1.18127], [-1.98866, 1.14579, 1.91212], [-1.86963, -1.89661, 1.95830]],
  "atomic_forces_ev_per_a": [[0.18, 1.25, -0.01], [1.48, -0.49, 0.86], [-0.53, -2.89, -0.21], [-0.67, -0.11, -3.05], [-1.02, 1.10, 0.10], [0.80, -1.57, 0.33], [-2.17, -3.80, -0.66], [0.16, 0.11, 4.05], [0.99, -0.26, -1.44], [-0.43, 4.46, 1.12], [1.05, -1.85, 1.29], [0.15, 1.16, -0.44], [1.15, 1.80, 0.64], [0.43, 1.70, -0.12], [0.32, -0.36, -1.52], [0.09, -0.61, -0.21], [-0.82, 0.60, 0.41], [0.91, 1.53, -0.21], [0.58, 0.73, 1.43], [-0.19, -0.08, -2.52], [-0.61, -1.41, 0.18], [0.27, 0.31, -0.33], [-2.05, -0.32, 0.88], [0.06, -0.33, 1.25], [0.50, -1.76, -0.61], [-1.05, 0.42, -0.80], [0.42, 0.67, -0.40]],
  "lowdin_charge": [-0.0719, -0.0812, -0.0218, 0.0083, -0.1933, -0.1273, -0.4702, -0.0972, -0.0830, -0.2032, -0.2944, -0.0505, 0.0944, 0.0573, 0.0519, 0.1008, 0.1163, 0.0937, 0.1477, 0.1717, 0.1433, 0.1254, 0.1690, 0.0880, 0.1071, 0.0888, 0.1304]
}

[2]
{
  "formula": "C12H13BrFeO2",
  "method": "wB97M-V/def2-TZVPD",
  "de_lowest_ev": 0.000,
  "s2": 6.02,
  "spin_multiplicity": 5,
  "charge": -2,
  "species": ["C", "C", "C", "H", "C", "C", "H", "H", "H", "H", "Fe", "Br", "C", "C", "C", "H", "C", "C", "H", "H", "H", "H", "C", "C", "O", "O", "H", "H", "H"],
  "positions_angstrom": [[0.64810, 1.56674, 1.37261], [0.34619, 1.02098, 2.65050], [1.43793, 0.11673, 3.01173], [-0.54892, 1.28769, 3.22685], [2.26838, -0.01015, 1.82778], [1.78959, 0.92726, 0.85580], [2.31833, 1.28413, -0.02044], [0.21477, 2.46551, 0.94599], [1.68801, -0.26024, 4.01615], [3.12099, -0.65429, 1.69067], [0.22182, -1.11906, 1.76107], [-1.99521, -1.54105, 1.97693], [-1.23129, -0.40820, -2.64402], [-0.03240, 0.33061, -2.84957], [-0.23126, 1.66451, -2.38447], [0.87685, -0.05791, -3.27288], [-1.57861, 1.76598, -1.91989], [-2.20335, 0.48869, -2.08983], [-3.21558, 0.22602, -1.79456], [-1.35820, -1.46573, -2.80381], [0.50739, 2.45359, -2.35761], [-2.08832, 2.68788, -1.57138], [1.45359, -4.10588, -0.00051], [0.72916, -3.02997, -0.73127], [0.02159, -3.43500, -1.70808], [0.92546, -1.82008, -0.37706], [0.66998, -4.84858, 0.19329], [1.94176, -3.75821, 0.91336], [2.24021, -4.47311, -0.67294]],
  "atomic_forces_ev_per_a": [[0.47, -0.29, 0.51], [0.91, 0.35, 0.26], [-0.16, 0.07, -0.17], [0.70, -0.17, -0.03], [-0.64, 1.20, 0.23], [0.25, 0.16, 1.15], [-0.32, -0.66, -0.20], [-0.47, -0.63, -0.24], [-0.39, 0.00, -0.70], [0.13, -0.01, 0.17], [1.09, 0.35, -2.68], [-1.21, -0.56, 0.40], [-0.16, 1.46, 0.13], [-0.98, 0.42, 0.43], [-0.88, -0.67, -0.14], [0.29, -0.17, 0.07], [-0.15, -0.16, -0.24], [1.12, 0.14, -0.24], [0.09, 0.04, 0.00], [0.04, -0.10, 0.00], [0.10, 0.12, -0.08], [0.43, -0.63, -0.09], [0.32, -0.67, 0.51], [-1.55, 0.54, -2.50], [1.28, 0.69, 1.70], [-0.50, -0.22, 1.41], [0.63, -0.29, 0.11], [-0.15, -0.04, 0.08], [-0.30, -0.28, 0.16]],
  "mulliken_spin": [0.0551, 0.0208, -0.0247, 0.0013, 0.0372, 0.0712, 0.0064, 0.0049, 0.0087, 0.0005, 3.6623, 0.1093, -0.0005, -0.0006, 0.0018, 0.0000, 0.0005, 0.0004, 0.0000, -0.0002, -0.0006, 0.0001, 0.0037, -0.0001, 0.0077, 0.0362, 0.0006, -0.0023, 0.0003]
}

[3]
{
  "formula": "C12H13BrO",
  "method": "wB97M-V/def2-TZVPD",
  "de_lowest_ev": 0.471,
  "charge": 0,
  "species": ["C", "C", "C", "C", "C", "C", "C", "C", "C", "C", "C", "C", "O", "Br", "H", "H", "H", "H", "H", "H", "H", "H", "H", "H", "H", "H", "H"],
  "positions_angstrom": [[2.65442, 3.31057, 0.33078], [1.83257, 3.37303, -0.86006], [2.40491, 2.25809, 1.18415], [0.81983, 2.52146, -1.10374], [1.22194, 0.25604, 1.79119], [-0.74768, 0.93482, -0.25526], [1.35489, 1.32383, 1.00036], [0.47398, 1.53672, -0.13986], [0.37442, -0.97668, 1.49005], [-0.94928, -0.83536, 0.94654], [-2.87233, -3.34908, -0.87882], [-2.53478, -1.91718, -0.36829], [-1.30024, -2.01604, 0.36599], [-2.31644, -0.38170, 2.27782], [3.62200, 3.86905, 0.22465], [2.35389, 4.09510, -1.47389], [3.22586, 2.00681, 1.87658], [0.34959, 2.48002, -2.02053], [1.92167, 0.14248, 2.59610], [-1.62589, 1.23100, -0.87803], [0.90340, -1.52029, 0.76535], [0.13878, -1.51275, 2.32304], [-2.11340, -3.81290, -1.47632], [-3.11838, -4.07334, -0.07548], [-3.77660, -3.19393, -1.54226], [-3.39756, -1.53630, 0.18432], [-2.25664, -1.39123, -1.32278]],
  "atomic_forces_ev_per_a": [[-0.08, -2.12, 0.41], [0.92, 0.54, 0.30], [3.02, 2.11, -0.16], [1.82, 1.54, 0.75], [-0.31, -1.02, 0.01], [-0.01, -2.87, 1.58], [-0.70, -0.82, -0.07], [-2.94, -0.98, 0.04], [1.17, 2.98, -0.13], [-1.36, 3.49, -2.77], [-1.72, 0.67, 0.38], [0.92, -2.29, -2.34], [-0.87, 1.24, -0.23], [0.11, 0.47, 0.41], [-1.11, -0.54, 0.97], [-1.14, 0.00, -1.22], [-0.76, 0.10, 0.07], [-1.06, 0.17, -1.78], [0.15, -0.01, 0.43], [1.14, -0.43, 0.35], [0.92, -1.20, -0.89], [0.57, -1.94, 2.70], [0.65, 0.11, -0.34], [-0.03, 0.61, -0.30], [0.83, -0.48, 0.73], [0.57, 0.33, -0.01], [-0.71, 0.32, 1.12]],
  "lowdin_charge": [-0.0711, -0.0854, -0.0507, -0.0648, 0.0150, 0.1533, -0.2158, -0.2467, -0.2016, -0.7242, -0.0763, -0.2706, -0.1610, 0.7479, 0.1167, 0.0974, 0.1186, 0.0882, 0.1096, 0.0869, 0.1298, 0.0752, 0.0573, 0.0801, 0.0916, 0.0719, 0.1289]
}

[4]
{
  "formula": "C12H13BrOV",
  "method": "wB97M-V/def2-TZVPD",
  "de_lowest_ev": 0.000,
  "s2": 2.43,
  "spin_multiplicity": 3,
  "charge": -1,
  "species": ["C", "C", "C", "H", "C", "C", "H", "H", "H", "H", "V", "Br", "C", "C", "C", "H", "C", "C", "H", "H", "H", "H", "C", "C", "O", "H", "H", "H"],
  "positions_angstrom": [[1.58687, 1.38182, 0.10066], [1.25366, 2.76916, -0.06993], [0.47536, 3.18202, 1.06158], [1.55855, 3.40081, -0.89525], [0.34088, 2.04949, 1.93734], [1.01188, 0.93569, 1.33188], [1.08315, -0.06994, 1.72790], [2.17806, 0.76646, -0.56707], [0.08535, 4.17368, 1.25049], [-0.18259, 2.04503, 2.88774], [-0.44338, 1.65317, 0.08652], [-0.89260, 0.94783, -2.26120], [-0.16724, -3.07174, -1.52756], [0.61640, -3.21432, -0.34417], [1.92152, -2.69632, -0.61311], [0.27907, -3.63201, 0.60129], [1.94499, -2.23121, -1.96527], [0.65203, -2.46446, -2.53011], [0.34798, -2.20494, -3.53961], [-1.21137, -3.35491, -1.62634], [2.75992, -2.69629, 0.07614], [2.78586, -1.74512, -2.45686], [-3.29623, 1.01263, 1.33529], [-2.05633, 0.30733, 0.87725], [-1.81818, -0.88469, 0.80327], [-3.02831, 1.79348, 2.06894], [-4.02772, 0.32248, 1.78179], [-3.75758, 1.52486, 0.46840]],
  "atomic_forces_ev_per_a": [[1.27, 0.55, 0.90], [1.49, 0.42, 1.26], [1.47, 0.43, 0.99], [-0.29, -0.19, 0.00], [1.02, 0.49, 0.91], [1.28, 0.65, 0.76], [-0.19, 0.07, -0.24], [-0.40, -0.05, -0.06], [-0.02, -0.11, -0.11], [0.08, -0.04, -0.22], [-5.97, -3.55, -5.47], [-0.13, 0.65, 0.72], [0.99, 0.30, 0.04], [0.38, 0.39, -0.77], [-0.74, -0.01, -0.50], [0.04, 0.04, -0.13], [-0.82, -0.27, 0.42], [0.32, -0.26, 0.95], [-0.01, -0.01, 0.12], [0.13, 0.06, -0.05], [-0.02, 0.03, -0.01], [-0.11, -0.16, 0.01], [-0.84, 0.06, 0.17], [1.74, -1.49, -0.01], [-0.98, 2.49, 0.41], [-0.02, -0.35, -0.30], [0.11, 0.13, -0.14], [0.24, -0.26, 0.33]],
  "mulliken_spin": [0.0451, -0.1031, 0.0806, 0.0030, 0.0371, -0.0011, 0.0027, -0.0090, 0.0119, 0.0009, 2.5018, -0.0155, 0.0001, -0.0026, -0.0006, 0.0008, -0.0028, -0.0012, -0.0004, 0.0005, -0.0001, 0.0000, -0.1223, -0.2901, -0.1503, 0.0022, -0.0003, 0.0130]
}